Density functional theory data (the ωB97M-V functional and the def2-TZVPD basis) for a structure of composition C4H8O2.

Properties
net charge	0
LUMO	0.8427	eV
largest force on an atom	0.4	eV/A
Kohn-Sham gap	0.369	Ha
relative energy (zero: lowest compared OMol25 entry of this formula, charge and spin)	4.1271	eV

Cartesian coordinates (Å):
C -0.33 -0.18 -1.14
C 0.07 0.62 0.05
O -0.82 1.43 0.71
C 1.59 0.75 0.03
O 1.74 -0.69 0.02
C 0.33 -0.85 0.04
H -2.43 -1.51 0.35
H 0.20 -0.09 -2.09
H -1.40 -0.32 -1.22
H -0.71 1.29 1.66
H 2.03 1.20 0.93
H 2.04 1.20 -0.86
H -2.25 -1.13 0.95
H -0.07 -1.71 0.57

---

Density functional theory data (the ωB97M-V functional and the def2-TZVPD basis) for the molecule C4H8O2.

Properties
net charge	0
LUMO	0.7308	eV
largest force on an atom	0.3	eV/A
Kohn-Sham gap	0.366	Ha
relative energy (zero: lowest compared OMol25 entry of this formula, charge and spin)	1.3019	eV
SMILES	C=C(O)[C@@H](C)O

Cartesian coordinates (Å):
C 1.26 -1.12 0.09
C 0.74 0.29 0.25
O 1.47 1.12 -0.63
C -0.75 0.43 0.00
O -1.05 1.73 -0.28
C -1.67 -0.54 0.08
H 0.81 -1.81 0.81
H 2.35 -1.12 0.25
H 1.06 -1.47 -0.93
H 0.90 0.62 1.29
H 0.98 1.95 -0.70
H -1.99 1.81 -0.47
H -2.73 -0.34 -0.06
H -1.38 -1.56 0.30

---

Density functional theory data (the ωB97M-V functional and the def2-TZVPD basis) for the molecule C4H8O2 at a distorted geometry.

Properties
net charge	0
LUMO	0.8274	eV
largest force on an atom	1.1	eV/A
Kohn-Sham gap	0.365	Ha
relative energy (zero: lowest compared OMol25 entry of this formula, charge and spin)	2.2272	eV
SMILES	C=C(O)COC

Cartesian coordinates (Å):
C 1.86 0.46 0.25
C 0.65 0.21 0.70
O 0.48 -0.80 1.61
C -0.95 -0.86 -1.16
O -0.96 0.55 -1.10
C -0.60 0.93 0.20
H 0.08 -1.16 -0.86
H 2.70 -0.10 0.63
H 2.03 1.31 -0.40
H -0.46 -0.92 1.77
H -1.81 -1.24 -0.55
H -1.17 -1.13 -2.19
H -1.44 0.74 0.90
H -0.41 2.00 0.18

---

Density functional theory data (the ωB97M-V functional and the def2-TZVPD basis) for a cluster of 2 separate species, C4H8O2 in total.

Properties
net charge	0
LUMO (alpha / beta)	0.4654 / 0.5141	eV
largest force on an atom	0.8	eV/A
Kohn-Sham gap (alpha / beta)	0.304 / 0.305	Ha
relative energy (zero: lowest compared OMol25 entry of this formula, charge and spin)	4.7966	eV

Cartesian coordinates (Å):
C -2.23 -0.08 -0.43
O -1.63 -0.16 0.72
C -0.75 -1.03 1.12
C 1.13 0.07 -0.81
O 1.74 -0.87 -1.27
C 1.76 1.13 0.06
H -2.96 0.71 -0.52
H 0.06 0.24 -1.06
H -2.11 -0.89 -1.14
H -0.39 -0.89 2.13
H -0.53 -1.88 0.49
H 2.66 0.72 0.55
H 1.05 1.51 0.80
H 2.06 1.97 -0.58

---

Density functional theory data (the ωB97M-V functional and the def2-TZVPD basis) for a structure of composition C4H8O2 at a distorted geometry.

Properties
net charge	0
LUMO	0.9717	eV
largest force on an atom	4.4	eV/A
Kohn-Sham gap	0.406	Ha
relative energy (zero: lowest compared OMol25 entry of this formula, charge and spin)	3.5738	eV

Cartesian coordinates (Å):
C 0.43 0.58 -0.95
O -0.66 1.23 -0.37
C -1.41 0.28 0.37
C -0.38 -0.59 1.09
C 0.60 -0.93 0.00
O 0.17 -1.92 -0.89
H 1.36 1.12 -0.83
H 0.25 0.53 -2.08
H 0.20 -0.98 -1.36
H -2.02 -0.35 -0.30
H -2.07 0.83 1.04
H -0.83 -1.48 1.53
H 0.14 0.00 1.85
H 1.65 -1.03 0.27

---

Density functional theory data (the ωB97M-V functional and the def2-TZVPD basis) for the molecule C4H8O2 at a distorted geometry.

Properties
net charge	0
LUMO	0.6989	eV
largest force on an atom	2.0	eV/A
Kohn-Sham gap	0.386	Ha
relative energy (zero: lowest compared OMol25 entry of this formula, charge and spin)	2.7069	eV
SMILES	C[C@H](C=O)CO

Cartesian coordinates (Å):
C 0.70 0.04 -1.13
C 0.27 -0.28 0.53
C -0.74 0.83 0.81
O -0.53 1.80 -0.20
C -0.25 -1.68 0.38
O 0.46 -2.66 0.31
H 1.59 -0.56 -1.16
H 0.92 0.99 -1.68
H -0.12 -0.38 -1.73
H 1.11 -0.31 1.25
H -1.77 0.47 0.68
H -0.66 1.33 1.78
H 0.35 2.17 -0.04
H -1.35 -1.76 0.19

---

Density functional theory data (the ωB97M-V functional and the def2-TZVPD basis) for a cluster of 2 separate species, C4H8O2 in total at a distorted geometry.

Properties
net charge	0
LUMO	0.8206	eV
largest force on an atom	2.9	eV/A
Kohn-Sham gap	0.360	Ha
relative energy (zero: lowest compared OMol25 entry of this formula, charge and spin)	3.0282	eV
SMILES	C=CO.C=CO

Cartesian coordinates (Å):
C -2.52 0.53 -0.13
C -2.31 -0.49 0.69
O -1.74 -1.68 0.27
H -2.72 1.51 0.27
H -2.32 0.40 -1.19
H -2.54 -0.53 1.75
H -2.04 -1.73 -0.65
C 2.55 -0.29 -0.99
C 2.52 0.84 -0.27
O 1.51 1.20 0.57
H 3.54 -0.58 -1.31
H 1.65 -0.73 -1.41
H 3.50 1.20 -0.02
H 0.78 0.63 0.26

---

Density functional theory data (the ωB97M-V functional and the def2-TZVPD basis) for the molecule C4H8O2.

Properties
net charge	0
LUMO	0.7105	eV
largest force on an atom	0.5	eV/A
Kohn-Sham gap	0.379	Ha
relative energy (zero: lowest compared OMol25 entry of this formula, charge and spin)	1.1603	eV
SMILES	C[C@H](C=O)CO

Cartesian coordinates (Å):
C -0.32 -0.23 -1.58
C 0.40 -0.13 -0.24
C -0.21 0.98 0.63
O 0.51 1.03 1.84
C 0.37 -1.43 0.53
O -0.20 -2.42 0.15
H 0.02 -1.11 -2.14
H -0.15 0.66 -2.19
H -1.40 -0.35 -1.43
H 1.46 0.13 -0.39
H -0.16 1.93 0.09
H -1.27 0.75 0.80
H 0.04 1.61 2.45
H 0.93 -1.42 1.49

---

Density functional theory data (the ωB97M-V functional and the def2-TZVPD basis) for a cluster of 2 separate species, C4H8O2 in total.

Properties
net charge	0
LUMO (alpha / beta)	0.5261 / 0.5798	eV
largest force on an atom	0.8	eV/A
Kohn-Sham gap (alpha / beta)	0.304 / 0.306	Ha
relative energy (zero: lowest compared OMol25 entry of this formula, charge and spin)	4.7885	eV

Cartesian coordinates (Å):
C 0.47 -2.12 -0.62
O 0.25 -1.74 0.60
C 0.83 -0.80 1.27
C -0.04 1.11 -0.71
O 1.00 1.62 -1.05
C -1.16 1.85 -0.02
H -0.14 -2.94 -0.96
H -0.25 0.04 -0.94
H 1.31 -1.71 -1.16
H 0.48 -0.67 2.29
H 1.71 -0.32 0.85
H -0.86 2.88 0.19
H -1.41 1.33 0.91
H -2.05 1.84 -0.65

---

Density functional theory data (the ωB97M-V functional and the def2-TZVPD basis) for a cluster of 2 separate species, C4H8O2 in total at a distorted geometry.

Properties
net charge	0
LUMO	0.6816	eV
largest force on an atom	1.0	eV/A
Kohn-Sham gap	0.371	Ha
relative energy (zero: lowest compared OMol25 entry of this formula, charge and spin)	2.4491	eV
SMILES	C=CO.CC=O

Cartesian coordinates (Å):
C -2.05 -0.41 -0.39
C -0.94 0.31 -1.09
O -0.48 1.35 -0.67
C 1.63 1.04 0.81
C 1.79 -0.25 1.06
O 1.97 -1.14 0.01
H -2.96 0.00 -0.82
H -2.05 -0.18 0.68
H -2.03 -1.49 -0.57
H 1.10 -1.52 -0.20
H -0.62 -0.09 -2.07
H 1.48 1.80 1.56
H 1.56 1.34 -0.23
H 1.80 -0.72 2.05

---

Density functional theory data (the ωB97M-V functional and the def2-TZVPD basis) for a cluster of 2 separate species, C4H8O2 in total at a distorted geometry.

Properties
net charge	0
LUMO	1.0752	eV
largest force on an atom	2.7	eV/A
Kohn-Sham gap	0.415	Ha
relative energy (zero: lowest compared OMol25 entry of this formula, charge and spin)	1.8334	eV

Cartesian coordinates (Å):
C -0.44 1.60 0.17
C -0.04 0.18 -0.16
C -1.20 -0.80 0.04
O 1.04 -0.18 0.73
C 2.46 -1.43 -0.26
O 1.89 -2.23 -0.83
H -1.26 1.96 -0.46
H -0.76 1.65 1.22
H 0.42 2.27 0.05
H 0.28 0.11 -1.21
H -0.92 -1.82 -0.22
H -2.06 -0.51 -0.58
H -1.53 -0.79 1.09
H 1.99 -0.05 0.40

---

Density functional theory data (the ωB97M-V functional and the def2-TZVPD basis) for the molecule C4H8O2 at a distorted geometry.

Properties
net charge	0
LUMO	0.9865	eV
largest force on an atom	1.6	eV/A
Kohn-Sham gap	0.393	Ha
relative energy (zero: lowest compared OMol25 entry of this formula, charge and spin)	1.7824	eV
SMILES	CO[C@@H](C)C=O

Cartesian coordinates (Å):
C 1.93 0.04 -0.47
O 0.82 -0.72 -0.09
C -0.40 -0.04 -0.18
C -1.54 -0.99 0.11
C -0.46 1.11 0.82
O -1.09 2.12 0.67
H 2.80 -0.60 -0.49
H 1.80 0.46 -1.47
H 2.15 0.86 0.21
H -0.66 0.43 -1.16
H -1.61 -1.77 -0.64
H -1.44 -1.48 1.10
H -2.43 -0.34 -0.15
H 0.11 0.91 1.74